Entry 1:
13
Properties=species:S:1:pos:R:3:lowdin_charge:R:1 method="wB97M-V/def2-TZVPD" smiles=CC1(C#N)CC1 e_lumo_ev=0.90 de_lowest_kj_mol=131.5 fmax_ev_per_a=1.44 e_tot_ev=-6787.1496 homo_lumo_gap_ev=11.23
C -1.345 -0.602 0.308 -0.042
C -0.147 0.268 -0.013 -0.468
C -0.488 1.457 -0.801 -0.173
N -0.794 2.358 -1.466 0.147
C 1.214 0.375 0.715 -0.057
C 1.021 -0.571 -0.414 -0.119
H -1.126 -1.318 1.114 0.090
H -2.250 -0.027 0.500 0.080
H -1.500 -1.219 -0.602 0.097
H 1.326 0.000 1.732 0.108
H 1.830 1.235 0.449 0.111
H 0.887 -1.614 -0.120 0.113
H 1.382 -0.390 -1.412 0.113



Entry 2:
13
Properties=species:S:1:pos:R:3:lowdin_charge:R:1 method="wB97M-V/def2-TZVPD" smiles=C1[C@@H]2[C@H]1[C@@H]1N[C@H]21 e_lumo_ev=1.20 de_lowest_kj_mol=349.2 fmax_ev_per_a=0.39 e_tot_ev=-6784.8930 homo_lumo_gap_ev=9.80
C 0.111 0.212 1.419 -0.089
C 0.466 0.901 0.118 -0.160
C -0.909 0.323 0.353 -0.184
C -0.683 -0.691 -0.810 -0.200
N 0.582 -1.413 -0.866 0.064
C 0.589 -0.007 -1.134 -0.232
H -0.011 0.909 2.244 0.106
H 0.490 -0.758 1.735 0.097
H 0.776 1.940 0.117 0.124
H -1.825 0.899 0.404 0.131
H -1.463 -1.027 -1.482 0.126
H 1.025 -1.680 0.006 0.088
H 0.853 0.393 -2.103 0.131



Entry 3:
13
Properties=species:S:1:pos:R:3:lowdin_charge:R:1 method="wB97M-V/def2-TZVPD" e_lumo_ev=0.94 de_lowest_kj_mol=529.1 fmax_ev_per_a=5.99 e_tot_ev=-6783.0284 homo_lumo_gap_ev=8.43
C -2.059 0.681 0.821 -0.051
C -2.097 -0.116 1.676 -0.033
C 0.933 -1.852 0.447 -0.030
C 0.230 0.175 -0.713 -0.140
C 0.918 1.317 -1.362 -0.066
N 0.651 -0.753 -0.105 -0.054
H -1.890 1.333 0.015 0.006
H -1.980 -0.846 2.549 0.065
H 0.890 -2.010 1.481 0.040
H 1.322 -2.570 -0.265 0.066
H 0.743 1.018 -2.389 0.082
H 1.931 1.424 -1.150 0.046
H 0.408 2.200 -1.006 0.067



Entry 4:
13
Properties=species:S:1:pos:R:3:lowdin_charge:R:1 method="wB97M-V/def2-TZVPD" e_lumo_ev="-0.03 / 0.16" de_lowest_kj_mol=505.0 fmax_ev_per_a=5.07 e_tot_ev=-6783.2786 homo_lumo_gap_ev="7.60 / 8.54"
N 1.249 -0.747 1.557 0.041
C 1.660 -0.301 0.554 -0.158
C 1.066 0.270 -0.681 -0.192
C -0.296 0.926 -0.543 -0.197
C -0.243 -1.108 1.733 0.023
C -1.317 0.681 -1.360 0.001
H 1.002 -0.562 -1.393 0.118
H 1.811 0.972 -1.048 0.101
H -0.396 1.677 0.237 0.103
H -0.600 -0.751 2.693 0.015
H -0.409 -2.190 1.653 0.028
H -1.257 -0.068 -2.148 0.060
H -2.268 1.200 -1.255 0.056



Entry 5:
13
Properties=species:S:1:pos:R:3:lowdin_charge:R:1 method="wB97M-V/def2-TZVPD" multiplicity=3 e_lumo_ev="1.05 / -2.43" de_lowest_kj_mol=159.4 fmax_ev_per_a=7.74 e_tot_ev=-6781.9426 homo_lumo_gap_ev="6.94 / 6.84"
C -0.254 1.365 -1.143 -0.073
C -0.997 -0.191 -0.109 -0.344
C -1.598 -0.992 0.807 0.117
C 0.448 -0.098 -0.588 -0.242
C 1.551 0.033 0.514 -0.086
N -1.407 1.014 -0.654 0.066
H 0.079 2.091 -1.747 0.033
H -2.620 -0.658 1.018 0.083
H -1.092 -1.775 1.283 0.053
H 0.661 -0.934 -1.382 0.147
H 1.018 0.632 1.284 0.087
H 2.304 0.562 -0.051 0.056
H 1.907 -1.048 0.768 0.102



Entry 6:
14
Properties=species:S:1:pos:R:3:lowdin_charge:R:1 method="wB97M-V/def2-TZVPD" e_lumo_ev="-6.51 / -6.51" de_lowest_kj_mol=804.0 fmax_ev_per_a=2.66 e_tot_ev=-8264.4449 charge=+1 homo_lumo_gap_ev="6.16 / 6.16"
C 0.475 -2.074 0.923 0.326
C -0.427 -0.261 -0.932 0.051
C -2.617 0.671 -1.466 0.089
C 0.363 -0.754 0.251 -0.465
C 0.721 0.441 1.125 0.011
N -1.530 0.200 -1.045 0.003
N 1.486 -1.677 -0.052 0.093
H -3.393 0.000 -1.802 0.105
H -2.788 1.738 -1.476 0.104
H 1.495 0.184 1.845 0.096
H -0.158 0.755 1.683 0.109
H 1.063 1.271 0.507 0.107
H 1.472 -2.188 -0.941 0.185
H 2.437 -1.487 0.271 0.187



Entry 7:
14
Properties=species:S:1:pos:R:3:lowdin_charge:R:1 method="wB97M-V/def2-TZVPD" smiles="C#C[N@+]1(C)CC=N1" e_lumo_ev=-4.79 de_lowest_kj_mol=777.1 fmax_ev_per_a=5.48 e_tot_ev=-8264.7231 charge=+1 homo_lumo_gap_ev=10.93
C -2.662 0.525 0.014 0.162
C -1.495 0.253 -0.024 0.041
N 0.151 -0.141 -0.281 -0.189
C 0.093 -1.544 -0.705 0.013
C 0.912 0.454 0.931 -0.043
C 1.278 1.506 -0.053 -0.022
N 0.852 0.879 -1.128 0.187
H -3.577 0.637 0.481 0.044
H 0.680 -1.522 -1.635 0.115
H 0.579 -2.200 0.100 0.144
H -0.915 -1.822 -0.926 0.088
H 1.864 -0.076 1.221 0.162
H 0.377 0.568 1.837 0.117
H 1.864 2.484 0.169 0.179



Entry 8:
14
Properties=species:S:1:pos:R:3:lowdin_charge:R:1 method="wB97M-V/def2-TZVPD" multiplicity=3 e_lumo_ev="-4.00 / -7.12" de_lowest_kj_mol=326.6 fmax_ev_per_a=4.58 e_tot_ev=-8265.0533 charge=+1 homo_lumo_gap_ev="6.97 / 8.37"
C -0.272 0.855 0.446 -0.137
C -0.066 -0.648 0.360 -0.182
C -2.236 -0.109 -0.264 0.127
C 1.397 -0.828 0.232 -0.031
C 1.092 0.536 -0.498 -0.039
N -1.239 -1.078 -0.253 0.122
N -1.608 0.997 0.112 0.045
H 0.071 1.496 1.341 0.192
H 2.014 -0.791 1.170 0.150
H 1.589 -1.774 -0.242 0.118
H 0.956 0.448 -1.531 0.099
H 2.035 1.183 -0.318 0.153
H -1.516 -2.077 -0.513 0.212
H -2.215 1.792 -0.041 0.170



Entry 9:
16
Properties=species:S:1:pos:R:3:lowdin_charge:R:1 method="wB97M-V/def2-TZVPD" e_lumo_ev=3.74 de_lowest_kj_mol=313.1 fmax_ev_per_a=5.38 e_tot_ev=-12372.5707 charge=-1 homo_lumo_gap_ev=6.80
C -1.566 -0.634 1.559 -0.705
C 0.527 0.019 -1.612 -0.179
C -0.346 -0.997 -0.803 -0.133
C 1.289 0.767 -0.548 -0.158
C -0.354 -0.521 0.679 -0.094
N 0.683 1.211 1.756 0.026
N 0.567 0.483 0.695 -0.242
O -2.592 -0.954 0.910 -0.068
O -1.449 -0.255 2.735 -0.064
H 1.253 -0.410 -2.366 0.103
H -0.194 0.745 -2.200 0.132
H -1.268 -0.752 -1.181 0.054
H -0.078 -1.984 -1.132 0.088
H 2.310 0.467 -0.458 0.101
H 1.219 1.879 -0.519 0.119
H -0.002 0.936 2.484 0.019



Entry 10:
16
Properties=species:S:1:pos:R:3:lowdin_charge:R:1 method="wB97M-V/def2-TZVPD" e_lumo_ev=3.95 de_lowest_kj_mol=352.5 fmax_ev_per_a=3.04 e_tot_ev=-12372.1620 charge=-1 homo_lumo_gap_ev=7.81
C 0.252 -1.158 -0.822 -0.115
C -1.013 -0.737 -0.745 -0.143
C 2.268 0.241 -0.044 -0.756
C 1.149 -0.827 0.273 -0.034
C -1.464 1.426 0.130 -0.099
N -0.433 -0.211 1.427 0.041
N -1.373 -0.005 0.420 -0.307
O 3.382 -0.093 0.379 -0.072
O 1.919 1.228 -0.695 -0.056
H 0.642 -1.610 -1.722 0.101
H -1.764 -0.823 -1.520 0.095
H 1.503 -1.612 0.929 0.093
H -0.508 1.806 -0.245 0.072
H -2.248 1.589 -0.611 0.068
H -1.719 1.939 1.056 0.066
H -0.594 -1.153 1.791 0.047



Entry 11:
16
Properties=species:S:1:pos:R:3:lowdin_charge:R:1 method="wB97M-V/def2-TZVPD" multiplicity=3 e_lumo_ev="-4.24 / -5.48" de_lowest_kj_mol=0.0 fmax_ev_per_a=3.48 e_tot_ev=-12361.1556 charge=+1 homo_lumo_gap_ev="8.25 / 8.35"
C -0.192 -1.276 0.857 -0.015
C -1.055 -1.172 -0.134 -0.053
C 0.664 -0.134 1.170 0.001
C -1.284 0.116 -0.810 -0.188
C 0.779 0.865 0.348 -0.358
N -1.917 1.167 0.140 -0.035
N 0.083 0.740 -1.024 0.210
O -2.699 0.823 0.956 0.098
O 1.423 1.980 0.434 0.129
H -0.063 -2.140 1.479 0.128
H -1.852 -1.816 -0.440 0.126
H 1.316 -0.084 2.119 0.178
H -2.041 0.185 -1.671 0.196
H 0.558 -0.048 -1.444 0.188
H 0.147 1.678 -1.334 0.172
H 1.444 2.362 1.396 0.223



Entry 12:
16
Properties=species:S:1:pos:R:3:lowdin_charge:R:1 method="wB97M-V/def2-TZVPD" multiplicity=3 e_lumo_ev="3.97 / 2.87" de_lowest_kj_mol=125.7 fmax_ev_per_a=5.51 e_tot_ev=-21154.8499 charge=-1 homo_lumo_gap_ev="3.08 / 6.49"
C 0.575 1.988 -1.538 -0.400
C 0.332 1.174 -2.562 -0.435
C -0.179 0.347 -0.376 -0.561
C 0.098 -0.446 2.255 -0.130
C -0.682 -0.712 0.992 -0.334
N 0.269 1.557 -0.323 -0.071
N -0.391 -2.085 0.397 -0.100
O -0.741 -2.086 -0.965 -0.398
S -0.279 -0.349 -1.932 0.906
H 0.967 2.926 -1.497 0.046
H 0.470 1.401 -3.576 0.006
H 1.195 -0.852 2.128 0.104
H 0.048 0.594 2.304 0.024
H -0.583 -0.942 3.108 0.101
H -1.744 -0.335 0.958 0.122
H 0.645 -2.180 0.629 0.120